13
Properties=species:S:1:pos:R:3:forces:R:3:nbo_charge:R:1 method="wB97M-V/def2-TZVPD" molar_mass_g_mol=261.88 total_charge=+1 e_lumo_ev=-4.48 gap_ev=9.81 relative_energy_kj_mol=43.36 largest_force_ev_per_a=2.99
C -1.3273 -0.8131 1.3390 -0.48 0.10 0.03 0.72
C 1.0156 1.4279 -0.3371 -0.63 -1.00 -0.90 -0.02
N -0.5456 -1.7102 1.0045 1.02 -2.43 1.42 -0.84
N 0.8442 0.3814 -1.1010 0.10 -0.52 1.39 0.23
N -1.9435 0.1703 1.5335 1.96 -0.36 0.26 -0.62
O 1.0528 -0.8384 -0.6518 1.45 -0.56 -1.36 -0.54
O 0.4619 0.5128 -2.3858 0.22 -0.40 -0.64 -0.48
Br 1.5890 1.0897 1.3774 0.01 0.72 0.05 0.30
Br 0.4467 2.9911 -1.0883 0.31 0.90 0.50 0.31
H 0.3239 -1.3739 -0.0335 -0.59 1.06 0.14 0.50
H -0.2492 -2.4684 1.7117 -0.84 1.70 -1.45 0.46
H 1.1525 0.0632 -2.9386 -0.52 0.21 0.57 0.52
H -2.8210 0.5676 1.5700 -2.00 0.60 -0.03 0.45